{
  "formula": "C8H17N2P",
  "method": "ωB97M-V/def2-TZVPD",
  "e_homo_ev": -7.7657,
  "e_above_lowest_kcal_mol": 54.71,
  "mol_weight_g_mol": 172.21,
  "homo_lumo_gap_ev": 8.70,
  "total_energy_ev": -20836.8954,
  "species": ["H", "H", "H", "H", "C", "H", "H", "H", "H", "H", "H", "P", "H", "H", "C", "C", "C", "H", "N", "H", "H", "C", "H", "C", "H", "C", "N", "C"],
  "coordinates": [[3.134, 0.795, -1.443], [-1.468, -1.419, -2.199], [-0.055, -2.716, 1.277], [1.860, 0.844, -3.717], [-0.073, -1.344, -0.628], [-0.870, 2.075, 3.641], [-1.835, 2.061, 2.258], [-1.678, -2.700, -1.224], [0.639, -0.369, -3.072], [-1.520, 1.029, 0.702], [0.716, -1.900, -1.192], [0.473, 2.003, 1.368], [-2.199, -1.158, -0.549], [-0.869, 3.538, 2.838], [-0.882, 2.536, 2.596], [-0.632, -0.664, 1.727], [2.051, 0.597, -1.672], [-1.669, -0.922, 1.770], [1.429, 0.675, -0.588], [-0.052, -0.673, 2.667], [2.444, -0.795, -3.228], [-1.512, -1.640, -1.135], [1.256, -1.617, 1.009], [1.700, 0.012, -3.012], [-0.075, 2.782, 0.569], [-0.549, 0.587, 0.793], [0.119, 0.101, -0.484], [0.116, -1.717, 0.929]],
  "forces_ev_per_a": [[-0.879, 0.570, -0.987], [-0.714, 0.982, -0.058], [-0.572, -0.759, -0.185], [-0.138, -0.520, -0.112], [-0.290, -1.075, 2.491], [0.794, 0.174, -1.202], [0.244, 1.344, -0.045], [-0.174, -0.640, 0.819], [1.291, 0.482, 0.020], [-0.670, -0.215, -0.945], [-0.654, 0.919, 0.127], [1.582, -2.468, 5.244], [-1.978, 1.255, 0.997], [-0.403, 2.395, -0.186], [-0.360, -3.998, 1.408], [1.592, 0.048, -0.997], [2.021, -1.064, -0.067], [-0.576, -0.377, 0.842], [-2.189, -1.193, 1.128], [-1.016, 0.804, 0.042], [-0.724, 0.548, -0.061], [3.731, -1.325, -2.092], [-1.445, 0.232, 0.397], [-0.397, -0.247, 0.169], [-1.829, 3.498, -4.042], [2.314, -1.295, -0.203], [-0.608, 1.838, -0.722], [2.048, 0.087, -1.779]]
}